1.
This record from the OMol25 dataset describes the molecule BH6O2P. The level of theory is ωB97M-V with the def2-TZVPD basis set.

Geometry as XYZ:
```
10
Properties=species:S:1:pos:R:3:forces:R:3:mulliken_charge:R:1
O -0.7568 -0.2419 1.7906 -0.452 -0.179 -0.032 -0.51
B 0.0108 -0.5356 0.6842 0.160 0.195 0.277 0.44
O 0.6050 -1.7725 0.6164 0.011 -0.326 -0.334 -0.52
P 0.3202 0.8329 -0.7255 -0.224 -0.057 -0.275 -0.10
H -1.6916 -0.2758 1.5568 -0.052 0.409 0.333 0.31
H 0.0324 -2.3695 0.1204 0.337 -0.289 0.053 0.30
H 1.5923 1.1934 -0.1404 0.034 -0.032 0.017 0.03
H 0.2542 -0.1746 -1.7613 0.166 0.062 -0.021 0.01
H -0.9161 1.4994 -0.3838 0.033 0.158 0.032 0.00
H 0.5496 1.8442 -1.7574 -0.012 0.058 -0.050 0.04
```
Positions in Å, forces in eV/Å.

Values from the calculation:
HOMO level: -7.54 eV
LUMO: 0.00421 hartree
energy relative to the best compared isomer or geometry (same formula, charge and spin): 19.97 kJ/mol
frontier orbital gap: 7.657 eV
maximum force: 0.530 eV/Å
charge: 0
SMILES string: OB(O)[PH4]

---

2.
This record from the OMol25 dataset describes a structure of composition C28H48F3I2N5NbO8 at a distorted geometry. The level of theory is ωB97M-V with the def2-TZVPD basis set.

Geometry as XYZ:
```
95
Properties=species:S:1:pos:R:3:forces:R:3:mulliken_charge:R:1
O -1.4496 -2.9173 3.2286 0.074 0.033 0.211 -0.44
C -1.1647 -1.8424 3.6143 -0.018 -0.256 -0.371 0.01
I -2.0015 -1.2594 5.6195 -0.166 0.068 0.272 -0.22
C -0.3373 -0.7872 3.0300 -0.150 -0.084 -0.067 -0.79
Nb -0.2281 -0.4894 0.7305 -1.180 1.687 0.435 -1.24
C -2.4093 0.0708 0.5127 -0.327 0.263 0.068 -0.41
C -3.1410 0.3992 1.7143 -0.550 -0.758 0.109 0.24
O -3.8693 -0.2813 2.3642 0.087 0.063 0.053 -0.49
I -2.9254 2.4676 2.4425 0.099 0.441 0.009 -0.18
C 0.6831 1.5478 1.0842 0.577 -0.653 -0.329 -0.25
C 1.3761 2.2418 -0.0471 0.344 -0.055 -0.146 0.21
O 2.0297 1.6863 -0.9002 0.034 -0.052 0.010 -0.49
C 1.2439 3.7366 -0.1011 -0.195 0.077 -0.069 0.42
C 0.9689 4.3570 -1.3133 0.119 -0.095 -0.073 -0.46
C 0.8218 5.7305 -1.3750 -0.109 0.018 -0.152 -0.54
C 0.9489 6.4971 -0.2307 0.070 0.132 0.186 -0.40
C 1.2418 5.8865 0.9770 -0.001 -0.126 0.111 -0.67
C 1.3780 4.5086 1.0419 -0.065 0.084 0.110 -0.09
C 1.9837 -1.2382 0.7803 0.173 -0.305 -0.418 0.53
F 2.5428 -1.3904 -0.4692 -0.422 0.015 0.300 -0.34
F 2.1695 -2.4697 1.3700 0.024 0.243 0.072 -0.31
F 2.8836 -0.4190 1.4375 -0.084 -0.167 0.069 -0.28
H 0.6979 -0.9523 3.3450 0.104 -0.184 -0.107 0.69
H -0.6234 0.1782 3.4512 0.001 0.084 0.044 0.43
H -0.0976 -0.3433 -1.0564 -0.144 -0.371 0.062 0.38
H -0.4976 -2.2694 0.4419 1.031 0.222 -0.050 0.09
H -2.9101 -0.8091 0.0959 0.191 -0.204 -0.093 0.43
H -2.4946 0.8820 -0.2153 0.399 0.002 -0.013 0.51
H 1.3347 1.5746 1.9610 0.113 -0.135 0.029 0.50
H -0.1976 2.1469 1.3430 -0.265 -0.169 0.124 0.26
H 0.8717 3.7513 -2.2030 -0.002 -0.071 -0.033 0.40
H 0.5890 6.2040 -2.3177 -0.011 0.036 -0.091 0.38
H 0.8207 7.5692 -0.2676 -0.009 0.094 -0.065 0.37
H 1.3422 6.4675 1.8821 0.030 0.120 0.033 0.39
H 1.5884 4.0315 1.9888 -0.015 -0.036 0.074 0.39
C -0.6694 -3.0913 -3.2437 0.070 -0.028 0.139 0.13
O -0.6509 -1.9132 -2.9750 -0.032 0.012 -0.241 -0.58
N -1.7968 -3.7796 -3.5483 -0.058 -0.078 -0.070 0.17
C -1.7837 -5.1905 -3.8528 -0.087 0.098 0.029 -0.95
C -3.0519 -3.0517 -3.5534 0.060 -0.001 0.031 -0.82
H 0.2383 -3.7207 -3.2492 -0.010 0.004 -0.020 0.26
H -2.1665 -5.3781 -4.8598 0.021 -0.031 -0.005 0.33
H -2.3956 -5.7506 -3.1411 0.022 -0.032 0.000 0.34
H -0.7623 -5.5618 -3.7959 0.018 -0.008 0.004 0.29
H -3.0204 -2.2369 -4.2781 -0.014 0.011 0.004 0.28
H -3.2429 -2.6142 -2.5726 -0.017 0.010 0.000 0.18
H -3.8585 -3.7355 -3.8094 -0.009 -0.014 0.000 0.37
C -4.6872 1.1808 -1.9548 0.093 -0.117 0.110 0.28
O -3.5084 1.4762 -1.9840 -0.112 0.150 -0.163 -0.74
N -5.6759 1.9604 -2.4302 -0.147 0.056 -0.062 0.17
C -7.0693 1.5685 -2.3700 0.125 0.041 -0.066 -0.89
C -5.3135 3.2376 -3.0183 0.032 -0.048 0.041 -1.01
H -5.0496 0.2314 -1.5223 -0.015 0.014 0.006 0.28
H -7.4980 1.5132 -3.3733 -0.027 -0.013 0.003 0.35
H -7.6481 2.2860 -1.7858 0.001 -0.002 -0.020 0.22
H -7.1641 0.5937 -1.8973 -0.017 -0.014 0.027 0.35
H -4.6446 3.0926 -3.8672 0.004 0.014 -0.009 0.29
H -4.7942 3.8607 -2.2893 0.004 0.014 -0.005 0.30
H -6.2175 3.7428 -3.3502 -0.019 0.003 -0.004 0.39
C -7.9114 0.0315 0.9482 0.065 -0.071 -0.042 0.00
O -8.6629 -0.3324 0.0580 -0.007 0.010 -0.034 -0.63
N -7.9465 1.2510 1.5120 0.025 0.055 0.067 0.17
C -7.0207 1.6475 2.5582 -0.035 0.044 -0.087 -0.93
C -8.9444 2.1970 1.0495 0.005 -0.081 0.020 -0.84
H -7.1210 -0.6153 1.3618 -0.010 0.003 0.012 0.44
H -7.5619 1.9161 3.4678 0.016 -0.011 0.017 0.32
H -6.4299 2.5047 2.2322 0.063 -0.004 0.060 0.32
H -6.3394 0.8288 2.7818 0.030 -0.001 -0.018 0.30
H -9.9490 1.8007 1.2015 -0.017 0.014 -0.002 0.31
H -8.8246 2.3949 -0.0160 -0.035 0.015 0.031 0.14
H -8.8329 3.1258 1.6032 0.009 0.015 0.012 0.39
C 6.3700 -2.8263 -2.3765 -0.010 -0.083 -0.068 0.12
O 7.2923 -3.3809 -2.9534 -0.001 -0.001 0.009 -0.63
N 6.5233 -1.8999 -1.4184 -0.063 0.145 0.101 0.21
C 5.3908 -1.2717 -0.7514 0.402 -0.023 -0.095 -0.74
C 7.8716 -1.5262 -1.0395 -0.062 -0.119 -0.033 -0.91
H 5.3133 -3.0472 -2.5971 -0.001 0.007 0.000 0.29
H 5.4120 -0.1924 -0.9094 -0.082 0.014 0.038 0.32
H 5.4268 -1.4736 0.3203 -0.097 0.031 0.016 0.22
H 4.4589 -1.6597 -1.1418 0.099 -0.033 -0.045 0.23
H 8.4186 -1.1262 -1.8940 0.025 -0.008 0.004 0.33
H 8.4114 -2.4030 -0.6759 0.091 0.052 0.007 0.21
H 7.8251 -0.7746 -0.2558 -0.013 0.018 0.009 0.33
C 10.0437 -1.6621 3.5334 0.080 0.029 0.026 0.13
O 10.0581 -0.4934 3.8665 -0.003 0.015 0.003 -0.59
N 8.9721 -2.3028 3.0324 -0.116 -0.151 -0.058 0.16
C 9.0170 -3.6992 2.6518 -0.060 0.096 0.004 -0.82
C 7.7289 -1.5657 2.8666 0.142 0.055 0.023 -1.01
H 10.9329 -2.3119 3.6161 -0.007 -0.002 -0.003 0.25
H 8.7865 -3.8194 1.5913 0.011 -0.026 -0.007 0.26
H 8.2961 -4.2806 3.2300 0.011 -0.027 -0.001 0.32
H 10.0136 -4.0947 2.8383 0.017 -0.006 0.001 0.30
H 7.8850 -0.7211 2.1961 -0.072 0.031 0.006 0.23
H 7.3842 -1.1755 3.8237 -0.026 0.002 0.000 0.37
H 6.9743 -2.2282 2.4506 -0.015 -0.006 -0.011 0.41
```
Positions in Å, forces in eV/Å.

Values from the calculation:
HOMO level: -5.91 eV
LUMO: 0.05067 hartree
frontier orbital gap: 7.293 eV
maximum force: 2.104 eV/Å
charge: -1

---

3.
This record from the OMol25 dataset describes the molecule C2H5NSi at a distorted geometry. The level of theory is ωB97M-V with the def2-TZVPD basis set.

Geometry as XYZ:
```
9
Properties=species:S:1:pos:R:3:forces:R:3:mulliken_charge:R:1
C -2.3193 0.2923 -0.1840 -0.206 0.981 0.649 -0.18
C -1.2584 -0.1275 0.1796 4.779 -3.784 -0.426 -0.24
N 0.0337 -0.8854 0.2569 -3.929 3.421 0.564 -0.20
Si 1.3715 0.1572 -0.0529 1.216 -0.073 -1.251 0.26
H -3.0726 0.9738 0.0610 -1.190 0.325 -0.315 0.31
H -0.0964 -1.8294 -0.0070 0.003 -0.830 -0.211 0.28
H 1.4044 1.3154 0.8135 -0.587 0.582 0.157 -0.09
H 1.3338 0.6275 -1.5965 0.367 -0.593 1.785 -0.06
H 2.6033 -0.5238 0.5295 -0.454 -0.029 -0.952 -0.08
```
Positions in Å, forces in eV/Å.

Values from the calculation:
HOMO level: -9.48 eV
LUMO: 0.02976 hartree
energy relative to the best compared isomer or geometry (same formula, charge and spin): 204.85 kJ/mol
frontier orbital gap: 10.295 eV
maximum force: 6.111 eV/Å
charge: 0
SMILES string: C#CN[SiH3]

---

4.
This record from the OMol25 dataset describes a structure of composition C37H50NOP2RuS4SbSi3. The level of theory is ωB97M-V with the def2-TZVPD basis set.

Geometry as XYZ:
```
100
Properties=species:S:1:pos:R:3:forces:R:3:mulliken_charge:R:1
Ru -0.2559 0.7337 0.4530 0.333 -0.542 0.011 0.94
C -2.2855 -1.3897 3.0819 0.018 -0.016 0.061 -1.07
N -0.8495 -1.3083 2.7079 -0.083 -0.007 -0.204 0.30
P -0.1991 0.2842 2.7711 0.033 0.132 0.015 0.68
C 1.4540 0.1335 3.4673 -0.029 -0.039 0.043 0.61
C 1.9020 -1.0558 4.0319 0.017 0.016 -0.005 -0.34
C 3.1805 -1.1181 4.5687 -0.006 0.015 -0.005 -0.71
C 4.0028 -0.0006 4.5407 0.001 -0.022 0.000 -0.60
C 3.5506 1.1891 3.9818 -0.005 0.018 -0.015 -0.75
C 2.2769 1.2585 3.4430 0.005 0.001 0.020 -0.71
C -1.0946 1.2530 3.9896 0.074 0.025 -0.014 0.62
C -1.1254 0.8066 5.3137 0.029 0.021 0.006 -0.61
C -1.7400 1.5789 6.2820 -0.003 -0.015 0.000 -0.78
C -2.3007 2.8063 5.9429 -0.005 0.000 -0.007 -0.66
C -2.2429 3.2649 4.6366 -0.006 -0.009 -0.005 -0.67
C -1.6402 2.4868 3.6572 -0.053 0.007 -0.019 0.04
P -0.5523 -1.6188 0.9963 -0.089 0.311 0.118 1.08
C -1.4756 -3.1405 0.7232 0.035 0.051 -0.047 1.11
C -1.3171 -4.1771 1.6514 -0.011 -0.009 -0.029 -0.63
C -2.0072 -5.3640 1.4837 -0.008 -0.003 -0.001 -0.74
C -2.8649 -5.5238 0.3999 0.015 0.016 0.008 -0.77
C -3.0369 -4.4934 -0.5105 -0.001 0.007 -0.002 -0.81
C -2.3451 -3.3010 -0.3483 0.001 0.040 -0.040 0.09
C 1.2138 -2.0049 0.9165 0.007 -0.053 -0.031 1.25
C 1.8065 -3.2469 1.1262 0.034 0.037 0.027 -0.78
C 3.1896 -3.3570 1.1703 -0.005 0.001 0.003 -1.08
C 3.9901 -2.2326 1.0163 -0.013 -0.012 -0.003 -1.12
C 3.4159 -0.9921 0.7733 0.019 0.050 -0.039 -0.82
C 2.0389 -0.8981 0.7032 -0.078 -0.061 0.012 1.06
H -2.3891 -1.2526 4.1536 0.027 0.028 0.029 0.38
H -2.6715 -2.3710 2.8265 0.023 -0.026 0.004 0.38
H -2.8986 -0.6332 2.5760 0.008 -0.009 -0.014 0.35
H 1.2575 -1.9254 4.0421 -0.002 0.001 0.010 0.38
H 3.5331 -2.0397 5.0123 0.000 -0.003 0.001 0.48
H 4.9977 -0.0528 4.9622 0.001 0.001 0.001 0.44
H 4.1896 2.0621 3.9732 0.000 0.000 0.000 0.49
H 1.9226 2.1910 3.0143 -0.005 0.001 0.003 0.42
H -0.6569 -0.1313 5.5893 -0.006 -0.010 -0.005 0.49
H -1.7718 1.2327 7.3061 -0.003 0.000 0.000 0.45
H -2.7734 3.4097 6.7061 0.002 0.002 0.002 0.43
H -2.6641 4.2276 4.3795 -0.002 0.006 0.001 0.47
H -1.5835 2.8470 2.6396 0.012 -0.035 0.140 0.08
H -0.6768 -4.0427 2.5151 -0.015 -0.002 0.011 0.44
H -1.8850 -6.1631 2.2023 -0.003 -0.001 -0.001 0.46
H -3.4068 -6.4515 0.2750 0.001 -0.003 -0.002 0.42
H -3.7138 -4.6129 -1.3456 -0.003 -0.003 0.000 0.48
H -2.4878 -2.5010 -1.0618 0.042 -0.105 0.069 -0.05
H 1.1945 -4.1282 1.2592 0.014 -0.007 -0.017 0.54
H 3.6452 -4.3241 1.3359 -0.001 -0.003 0.000 0.47
H 5.0666 -2.3239 1.0722 0.004 0.000 -0.001 0.50
H 4.0353 -0.1152 0.6367 -0.004 -0.005 0.003 0.50
H 1.6537 0.1222 0.4952 0.126 0.037 -0.033 -0.61
O -3.4567 6.6882 0.3320 -0.037 -0.011 0.249 -0.43
C -2.8919 5.6530 0.3950 0.099 0.069 -0.509 0.55
S -3.7308 4.0655 0.4024 -0.033 -0.084 0.004 -0.05
C -2.2829 3.1110 0.3448 -0.002 -0.005 -0.068 -0.08
C -1.0493 3.7878 0.3539 0.097 0.005 0.047 0.28
S 0.3753 2.9209 0.3931 -0.115 0.082 0.147 -0.58
S -1.0943 5.5155 0.3621 -0.010 0.023 0.072 -0.02
S -2.2972 1.4434 0.3176 -0.338 0.007 0.055 -0.37
C 0.0753 -2.9083 -2.7539 0.005 -0.004 -0.017 -0.61
Si 1.1936 -1.4913 -3.2156 0.062 -0.077 -0.039 0.75
C 2.9234 -1.7259 -2.5458 -0.027 -0.055 0.033 -0.95
C 1.2811 -1.2742 -5.0696 -0.027 0.091 0.002 -1.19
Sb 0.1048 0.6695 -2.2582 -0.124 -0.122 -0.086 -1.28
Si 1.6500 2.5515 -3.1519 0.006 0.041 -0.022 0.47
C 0.9500 4.2452 -2.8043 -0.042 -0.009 0.002 -0.81
C 3.2747 2.2849 -2.2767 0.028 -0.016 -0.008 -0.94
C 1.7843 2.2684 -4.9914 0.003 -0.003 0.008 -0.93
Si -2.1938 0.7695 -3.4737 -0.033 0.074 -0.029 0.39
C -1.9483 0.1367 -5.2070 0.014 -0.033 -0.008 -1.21
C -3.3642 -0.3404 -2.5183 0.019 0.018 0.005 0.03
C -2.7701 2.5439 -3.5136 0.024 0.000 0.000 -0.91
H 0.3789 -3.7917 -3.3230 0.002 -0.006 0.004 0.57
H -0.9741 -2.7127 -2.9837 0.013 -0.007 -0.015 0.16
H 0.1612 -3.1584 -1.6957 -0.030 0.009 0.016 -0.02
H 3.5843 -2.0014 -3.3706 -0.003 -0.034 0.002 0.55
H 2.9558 -2.5267 -1.8045 -0.014 0.025 0.018 0.29
H 3.3315 -0.8304 -2.0828 0.030 0.020 0.000 0.09
H 1.3114 -2.2709 -5.5190 0.027 -0.010 0.004 0.42
H 2.1993 -0.7599 -5.3535 0.011 -0.001 -0.003 0.37
H 0.4433 -0.7397 -5.5123 0.097 -0.048 0.021 0.25
H 1.1179 4.5561 -1.7741 0.004 0.012 0.019 0.23
H -0.1166 4.3135 -3.0176 -0.034 0.022 0.002 0.19
H 1.4567 4.9674 -3.4501 0.020 -0.016 -0.008 0.47
H 3.1908 2.4577 -1.2012 -0.005 -0.001 0.002 0.17
H 4.0235 2.9801 -2.6656 -0.004 0.013 0.014 0.49
H 3.6500 1.2728 -2.4407 0.015 0.053 0.000 0.22
H 0.8410 1.9677 -5.4487 -0.014 0.021 -0.003 0.21
H 2.5327 1.5131 -5.2294 -0.006 -0.023 -0.005 0.26
H 2.0939 3.2028 -5.4664 0.024 -0.009 -0.003 0.44
H -1.6026 -0.8981 -5.2259 -0.074 0.027 -0.002 0.34
H -1.2466 0.7488 -5.7759 -0.015 -0.006 -0.017 0.31
H -2.9097 0.1722 -5.7269 -0.019 0.017 0.017 0.46
H -3.7454 -1.1322 -3.1667 0.017 -0.016 0.011 0.45
H -4.2206 0.2216 -2.1425 -0.007 0.013 -0.007 0.50
H -2.8746 -0.8041 -1.6618 -0.055 0.113 -0.032 -0.90
H -1.9650 3.2384 -3.7515 0.016 0.013 -0.037 0.18
H -3.2262 2.8528 -2.5736 0.015 0.030 0.095 0.23
H -3.5293 2.6499 -4.2933 -0.020 -0.024 0.014 0.45
```
Positions in Å, forces in eV/Å.

Values from the calculation:
HOMO level: -13.37 eV
LUMO: -0.27200 hartree
frontier orbital gap: 5.972 eV
maximum force: 0.637 eV/Å
charge: +2

---

5.
This record from the OMol25 dataset describes a structure of composition C4H4N2O at a distorted geometry. The level of theory is ωB97M-V with the def2-TZVPD basis set.

Geometry as XYZ:
```
11
Properties=species:S:1:pos:R:3:forces:R:3:mulliken_charge:R:1
C 0.4066 -0.7549 -0.2488 -1.044 1.492 -0.980 0.26
C -0.8808 0.2212 1.7039 -2.004 2.536 0.817 0.14
C 0.8199 -0.0542 -1.6167 0.512 3.938 -3.944 -0.14
C 0.9224 0.7845 -2.6500 1.147 -5.572 5.507 -0.27
H -0.9269 -1.4171 0.7736 1.670 -3.170 -1.970 0.49
H 1.0121 1.1271 0.7059 -1.638 -2.092 0.648 0.33
H -1.4931 1.3305 2.1326 3.147 -2.454 -1.397 0.29
H 1.5934 1.0861 -3.5209 -1.630 -0.269 1.496 0.29
N -0.3050 -1.8100 -0.1328 -0.532 3.100 1.108 -0.63
N 0.5656 0.1614 0.9423 -3.109 0.979 -0.082 -0.36
O -1.7143 -0.6746 1.9109 3.481 1.512 -1.203 -0.41
```
Positions in Å, forces in eV/Å.

Values from the calculation:
HOMO level: -9.61 eV
LUMO: -0.00575 hartree
energy relative to the best compared isomer or geometry (same formula, charge and spin): 672.02 kJ/mol
frontier orbital gap: 9.456 eV
maximum force: 7.918 eV/Å
charge: 0

---

6.
This record from the OMol25 dataset describes a cluster of 2 separate species, C5H15NO2 in total at a distorted geometry. The level of theory is ωB97M-V with the def2-TZVPD basis set.

Geometry as XYZ:
```
23
Properties=species:S:1:pos:R:3:forces:R:3:mulliken_charge:R:1
C 2.4662 0.2627 -1.3065 0.419 -0.497 1.896 -1.64
C 1.0226 -0.2628 -1.3610 0.763 -1.864 -0.242 0.84
C 0.8179 -0.9257 -2.7705 -0.478 0.716 0.254 -1.22
C -0.0561 0.7300 -0.9302 0.150 -0.494 -0.843 -0.78
N -1.0944 0.1803 -0.0217 1.418 1.776 -0.140 -0.29
C -1.4448 1.2390 0.9331 -2.051 -1.849 -0.347 -0.33
O -2.0781 0.4945 1.9792 -0.108 0.481 0.397 -0.52
H 3.1045 -0.6403 -1.2268 -0.098 0.463 -0.252 0.41
H 2.5883 0.7509 -0.2915 0.203 -0.030 -1.298 0.39
H 2.8661 0.8432 -2.1499 -0.554 0.187 0.345 0.36
H 1.0654 -1.1204 -0.6200 -0.431 0.986 -0.535 0.16
H 1.6083 -0.5630 -3.4549 -0.514 -0.161 0.161 0.28
H -0.1799 -0.6127 -3.1679 0.784 -0.598 0.091 0.36
H 0.9100 -2.0183 -2.7128 -0.234 0.315 -0.128 0.27
H 0.5016 1.5978 -0.5172 -0.688 -0.251 0.084 0.29
H -0.5753 1.0303 -1.8588 0.203 0.399 0.416 0.24
H -0.8459 -0.6849 0.4486 0.452 0.407 0.035 0.29
H -2.1197 1.8897 0.3802 -0.552 0.153 0.169 0.34
H -0.7458 1.9302 1.3745 1.336 -0.359 0.073 0.29
H -2.9640 0.8094 2.1737 0.049 0.100 -0.149 0.29
O 0.3181 -1.4933 2.7981 0.189 -0.230 0.330 -0.62
H -0.5967 -1.2732 2.5985 -0.175 0.197 0.170 0.30
H 0.3283 -1.7590 3.7318 -0.084 0.154 -0.487 0.29
```
Positions in Å, forces in eV/Å.

Values from the calculation:
HOMO level: -8.92 eV
LUMO: 0.02813 hartree
energy relative to the best compared isomer or geometry (same formula, charge and spin): 174.33 kJ/mol
frontier orbital gap: 9.682 eV
maximum force: 2.783 eV/Å
charge: 0
SMILES string: CC(C)CNCO.O